Record 1
DFT (ωB97M-V with the def2-TZVPD basis set) results for C30H90HgO16 as an isolated structure at a distorted geometry.

Summary:
LUMO level   0.49 eV
Maximum force   2.827 eV/A
Orbital gap   7.98 eV
ΔE to the lowest compared entry with this formula, charge and spin   1.569 eV

Positions of all 137 atoms, in Å:
Hg -0.711 1.888 1.710
C -0.600 4.093 5.407
C -1.547 4.418 4.201
O -1.714 3.463 3.170
H 0.432 4.142 5.060
H -0.730 3.071 5.763
H -0.649 4.808 6.228
H -1.170 5.369 3.825
H -2.509 4.673 4.645
O 0.097 0.443 0.269
H 0.601 0.966 -0.384
C -4.011 -5.417 -1.242
C -2.866 -4.398 -1.134
O -2.681 -4.083 0.192
H -4.990 -4.969 -1.068
H -3.913 -6.275 -0.578
H -4.070 -5.841 -2.244
H -3.051 -3.527 -1.763
H -1.931 -4.808 -1.516
H -2.026 -3.386 0.281
C 0.917 4.992 -4.110
C 1.576 4.144 -2.973
O 0.576 3.330 -2.372
H 1.633 5.739 -4.452
H 0.104 5.534 -3.626
H 0.570 4.393 -4.952
H 1.992 4.787 -2.197
H 2.358 3.474 -3.328
H 0.322 2.667 -3.017
C 0.966 -3.358 0.286
C -0.004 -2.726 1.316
O -0.884 -2.005 0.530
H 0.502 -4.238 -0.160
H 1.848 -3.662 0.849
H 1.315 -2.744 -0.544
H 0.500 -1.988 1.938
H -0.560 -3.480 1.873
H -0.506 -1.134 0.387
C 2.487 -2.427 -3.972
C 2.602 -3.402 -5.139
O 2.314 -2.615 -6.252
H 3.062 -1.515 -4.131
H 2.874 -2.902 -3.070
H 1.461 -2.103 -3.798
H 1.848 -4.184 -5.047
H 3.609 -3.811 -5.212
H 1.383 -2.603 -6.484
C 3.451 1.957 2.929
C 2.126 2.238 3.592
O 1.120 1.351 3.125
H 4.254 2.498 3.430
H 3.365 2.308 1.901
H 3.758 0.911 2.947
H 1.726 3.225 3.362
H 2.235 2.161 4.674
H 1.363 0.521 3.542
C 1.651 -3.580 5.008
C 0.898 -2.244 5.123
O 1.417 -1.369 4.193
H 1.276 -4.368 5.661
H 2.689 -3.425 5.304
H 1.597 -3.935 3.979
H 0.943 -1.864 6.144
H -0.150 -2.351 4.843
H 2.284 -1.143 4.537
C -2.804 -0.496 4.695
C -3.100 -0.062 3.244
O -1.914 -0.005 2.476
H -3.739 -0.520 5.255
H -1.943 0.030 5.108
H -2.477 -1.536 4.698
H -3.585 0.915 3.246
H -3.808 -0.751 2.784
H -1.732 -0.810 1.986
C 5.057 -3.592 2.588
C 4.441 -2.244 2.372
O 4.587 -1.693 1.066
H 4.839 -3.816 3.632
H 6.135 -3.646 2.435
H 4.631 -4.286 1.864
H 4.815 -1.491 3.065
H 3.360 -2.252 2.518
H 3.907 -1.033 0.912
C -4.779 -1.580 -0.022
C -5.796 -2.303 0.849
O -7.134 -2.125 0.410
H -4.759 -0.495 0.081
H -4.852 -1.815 -1.084
H -3.773 -1.825 0.317
H -5.644 -2.161 1.919
H -5.566 -3.350 0.652
H -7.721 -2.789 0.777
C -3.818 1.538 -1.503
C -2.619 2.248 -0.892
O -2.658 2.229 0.517
H -3.911 1.777 -2.563
H -4.783 1.811 -1.075
H -3.549 0.494 -1.346
H -2.603 3.268 -1.274
H -1.662 1.838 -1.212
H -3.545 2.507 0.754
C 1.136 1.811 -6.646
C 0.981 0.886 -5.483
O 0.045 1.449 -4.564
H 1.821 1.365 -7.367
H 1.624 2.714 -6.281
H 0.197 2.048 -7.147
H 1.966 0.775 -5.030
H 0.662 -0.113 -5.779
H -0.269 0.726 -4.016
C 0.065 5.755 0.091
C 0.976 4.690 0.771
O 0.424 3.429 0.392
H 0.364 6.767 0.361
H -0.987 5.582 0.318
H 0.232 5.727 -0.986
H 0.931 4.805 1.854
H 2.045 4.743 0.561
H 0.585 3.349 -0.551
C 3.724 1.468 -1.140
C 2.872 0.220 -1.232
O 2.655 -0.163 0.105
H 4.279 1.690 -2.052
H 4.539 1.279 -0.442
H 3.159 2.367 -0.892
H 3.381 -0.622 -1.702
H 1.940 0.399 -1.768
H 1.726 -0.070 0.328
C -1.577 -1.389 -4.130
C -1.250 -1.289 -2.630
O -0.507 -0.140 -2.295
H -0.682 -1.551 -4.730
H -2.139 -0.521 -4.474
H -2.216 -2.223 -4.418
H -0.670 -2.153 -2.305
H -2.169 -1.307 -2.042
H -0.188 -0.164 -1.389

---

Record 2
DFT (ωB97M-V with the def2-TZVPD basis set) results for a 15-piece molecular cluster, C30H90O15 overall at a distorted geometry.

Summary:
LUMO level   0.53 eV
Maximum force   2.072 eV/A
Orbital gap   10.58 eV
ΔE to the lowest compared entry with this formula, charge and spin   1.764 eV

Positions of all 135 atoms, in Å:
O 2.366 -1.593 -2.244
H 3.181 -1.773 -1.722
H 2.499 -0.706 -2.596
O 1.597 0.508 5.505
H 1.311 0.697 4.609
H 2.238 1.201 5.707
O 2.394 -2.310 3.611
H 2.431 -2.743 4.472
H 1.561 -1.815 3.624
O 4.041 2.406 0.703
H 3.244 1.908 0.912
H 3.905 2.711 -0.218
O 4.311 -0.044 3.528
H 3.507 0.481 3.478
H 3.992 -0.956 3.598
C 2.334 4.109 -3.427
C 3.644 4.210 -2.620
C 3.608 5.110 -1.404
O 3.915 2.882 -2.106
H 2.383 3.219 -4.059
H 2.207 4.951 -4.113
H 1.435 4.069 -2.811
H 4.417 4.496 -3.339
H 3.707 6.149 -1.727
H 4.442 4.833 -0.763
H 2.659 5.069 -0.872
H 3.691 2.227 -2.772
C 1.190 1.280 -0.452
C 0.669 0.603 0.805
C 0.315 -0.864 0.644
O 1.484 0.851 1.965
H 1.328 2.332 -0.196
H 0.377 1.320 -1.181
H 2.050 0.769 -0.878
H -0.229 1.163 1.105
H 0.006 -1.371 1.559
H 1.178 -1.426 0.265
H -0.452 -1.075 -0.106
H 0.993 0.488 2.710
C -1.551 5.624 -2.443
C -0.881 6.364 -1.297
C -0.440 5.429 -0.192
O 0.288 7.056 -1.750
H -1.042 4.742 -2.848
H -1.801 6.213 -3.327
H -2.469 5.157 -2.068
H -1.621 7.063 -0.891
H -1.294 4.828 0.140
H -0.012 5.855 0.713
H 0.297 4.723 -0.587
H 0.009 7.617 -2.482
C -3.637 2.563 -4.102
C -3.804 2.303 -2.616
C -2.450 2.021 -1.944
O -4.455 3.419 -1.991
H -4.459 3.044 -4.633
H -3.328 1.697 -4.695
H -2.752 3.189 -4.281
H -4.457 1.449 -2.420
H -1.975 1.264 -2.573
H -2.571 1.731 -0.899
H -1.729 2.837 -1.857
H -4.509 4.132 -2.632
C -1.537 2.895 3.156
C -2.667 2.449 4.066
C -3.632 1.502 3.348
O -1.985 1.763 5.139
H -0.909 2.041 2.913
H -1.006 3.724 3.623
H -1.881 3.283 2.192
H -3.189 3.306 4.495
H -3.183 0.610 2.915
H -4.115 2.055 2.538
H -4.416 1.169 4.032
H -2.615 1.393 5.767
C 6.611 -3.411 -0.160
C 5.111 -3.325 -0.418
C 4.254 -3.261 0.848
O 4.858 -2.121 -1.169
H 6.902 -2.665 0.586
H 7.179 -3.200 -1.066
H 6.934 -4.391 0.196
H 4.830 -4.134 -1.095
H 4.411 -2.376 1.460
H 4.343 -4.206 1.389
H 3.214 -3.236 0.506
H 5.236 -1.373 -0.686
C 1.360 -6.735 -1.739
C 0.633 -6.093 -0.554
C 0.202 -4.678 -0.887
O -0.487 -6.880 -0.120
H 0.722 -6.558 -2.609
H 1.485 -7.810 -1.619
H 2.324 -6.251 -1.881
H 1.292 -6.044 0.322
H -0.346 -4.128 -0.122
H -0.462 -4.760 -1.754
H 1.043 -4.053 -1.191
H -0.181 -7.791 -0.155
C -0.919 -2.439 -3.428
C -0.373 -1.355 -4.321
C -1.455 -0.692 -5.164
O 0.026 -0.288 -3.436
H -0.195 -2.604 -2.627
H -1.083 -3.395 -3.930
H -1.855 -2.153 -2.944
H 0.512 -1.613 -4.909
H -2.375 -0.590 -4.592
H -1.643 -1.254 -6.088
H -1.179 0.268 -5.607
H 0.456 -0.668 -2.657
C -0.787 -1.937 6.066
C -1.422 -1.927 4.663
C -2.951 -1.761 4.858
O -0.855 -0.839 3.907
H 0.267 -1.749 5.873
H -1.085 -2.847 6.587
H -1.217 -1.145 6.683
H -1.239 -2.854 4.123
H -3.511 -1.797 3.926
H -3.059 -0.811 5.381
H -3.281 -2.559 5.524
H -1.165 -0.029 4.356
C -3.938 -4.010 -0.419
C -3.828 -2.603 0.191
C -4.317 -1.548 -0.757
O -4.660 -2.619 1.394
H -3.334 -4.764 0.088
H -3.564 -3.977 -1.447
H -4.995 -4.269 -0.439
H -2.867 -2.358 0.655
H -3.590 -1.461 -1.571
H -4.302 -0.544 -0.326
H -5.293 -1.724 -1.208
H -4.544 -3.478 1.808